[1]
Entry from the OMol25 dataset: a gas-phase ion, C24H29F2IN2Si (charge +2) at a distorted geometry (ωB97M-V/def2-TZVPD).

Computed properties:
Largest force on an atom (Eh/bohr): 0.0227
E (eV): -49738.2766

ORCA input file:
```
! wB97M-V def2-TZVPD RIJCOSX def2/J DEFGRID3
* xyz 2 1
H -3.877 -2.662 -3.421
H -0.048 -1.772 0.886
N 2.820 -1.480 -0.785
C -6.283 -1.490 -0.618
H 1.293 0.215 4.094
C -5.578 -1.361 -1.961
C -1.972 -2.206 -2.512
H 3.068 -1.259 -2.847
H -4.138 -0.114 -0.157
H 1.645 3.757 2.339
H 1.942 0.740 -0.712
H 0.474 5.180 0.798
C 0.529 3.807 -0.842
H -5.845 -2.201 -2.592
H 0.602 -0.254 2.528
H 0.769 2.239 -2.266
C 3.367 2.211 3.640
C 4.278 0.046 1.695
C 0.598 -1.657 0.034
F 4.592 -2.400 0.287
C 1.480 3.374 1.344
F 4.907 -1.477 -1.632
I -6.281 -0.013 2.072
C -6.706 -0.127 -0.027
C 4.271 -1.355 -0.454
C 1.522 -0.137 3.095
N -4.094 -1.406 -1.811
H 4.186 -0.955 2.111
C -3.524 -0.702 -0.818
Si 2.768 1.054 2.281
H 5.151 0.460 2.188
H 3.803 3.103 3.196
H 4.121 0.766 -0.400
C -1.361 -1.510 -1.479
C 2.370 -1.383 -2.039
C -2.156 -0.745 -0.631
H 4.163 1.749 4.216
H 2.376 -1.714 1.231
C 0.959 2.543 -1.246
H -7.765 0.056 -0.122
C 1.961 -1.630 0.240
C 4.587 -0.022 0.184
H 0.005 4.460 -1.517
H -5.863 -0.449 -2.476
C 0.107 -1.525 -1.262
H 0.668 -1.305 -3.320
H -7.176 -2.090 -0.749
H 5.658 0.085 0.035
H 2.541 2.484 4.288
H -6.163 0.680 -0.504
H -1.389 -2.799 -3.196
C 1.013 -1.411 -2.306
C 0.797 4.209 0.458
C 1.916 2.097 0.964
H 2.002 -1.107 3.234
H -1.717 -0.169 0.165
H -5.654 -2.006 0.101
C 1.628 1.712 -0.352
C -3.345 -2.135 -2.647
*
```

[2]
Entry from the OMol25 dataset: a molecular structure, C24H29GaN5S at a distorted geometry (ωB97M-V/def2-TZVPD).

Computed properties:
Largest force on an atom (Eh/bohr): 0.0710
E (eV): -96012.6176

ORCA input file:
```
! wB97M-V def2-TZVPD RIJCOSX def2/J DEFGRID3
* xyz 1 1
C -1.404 -4.498 19.379
H 0.114 -11.436 16.617
S -1.511 -5.398 17.965
C 5.152 -6.166 17.260
H -1.816 -3.151 23.027
H -0.610 -12.229 12.858
H 2.337 -2.576 11.996
H 5.885 -5.544 19.190
C 1.066 -11.677 14.181
C -2.822 -3.642 21.154
C 1.708 -9.911 11.854
C 1.165 -5.280 18.531
C 0.784 -10.568 16.761
C 1.433 -3.920 13.535
H 1.163 -0.711 15.707
C 5.020 -5.727 18.571
H 0.455 -3.872 22.192
N 0.199 -5.409 17.618
H 0.943 -8.396 13.332
Ga 0.987 -5.826 15.527
N 1.011 -10.214 14.267
H -3.516 -4.101 19.180
C -0.445 -3.896 21.578
C -2.660 -4.064 19.850
H -0.191 -9.521 12.652
C 0.767 -2.879 15.589
C -1.710 -3.514 22.028
H 1.821 -10.904 16.967
H 1.799 -4.749 20.402
H 1.727 -11.926 13.332
H 0.418 -9.997 17.613
C 3.686 -5.562 19.083
C 1.199 -1.637 15.107
H 3.578 -5.294 20.126
H 6.150 -6.400 16.800
H 1.907 -0.612 13.355
H 0.333 -8.204 16.649
N 2.741 -6.024 16.953
H -3.813 -3.409 21.517
C 0.914 -4.002 14.793
N 0.960 -4.861 19.812
H 1.631 -12.015 15.032
H 2.365 -10.619 12.375
H 0.219 -2.969 16.529
H 2.156 -9.079 11.337
H 1.527 -4.771 12.893
H 4.015 -6.742 15.470
H -0.317 -13.404 14.152
C -0.307 -4.365 20.256
N 0.430 -8.405 15.663
C 0.746 -9.647 15.490
C 1.882 -2.686 13.014
C -0.305 -12.323 13.931
H 1.517 -6.495 14.204
C 3.969 -6.360 16.503
H -1.053 -11.794 14.532
C 1.643 -1.588 13.794
C 2.555 -5.666 18.238
C 0.826 -9.401 13.007
H 0.947 -10.460 11.350
*
```

[3]
Entry from the OMol25 dataset: C24H29N3O4S in the gas phase at a distorted geometry (ωB97M-V/def2-TZVPD).

Computed properties:
Largest force on an atom (Eh/bohr): 0.0279
SMILES string: Cc1ccc(CNC(=O)CN(c2ccc(C(C)C)cc2)S(=O)(=O)c2c(C)noc2C)cc1
E (eV): -48853.7890

ORCA input file:
```
! wB97M-V def2-TZVPD RIJCOSX def2/J DEFGRID3
* xyz 0 1
H 1.373 -2.891 -2.617
H 6.046 0.891 1.254
H 3.103 -3.335 -2.660
O -0.840 -1.000 0.767
C -5.346 -0.626 0.166
S -0.115 -1.435 -0.400
C 5.746 1.771 1.819
H 1.223 -3.247 3.254
H -6.881 -1.706 2.420
C -2.877 2.198 -0.380
C 1.371 -2.230 0.106
H -6.483 1.547 2.474
C -4.816 1.880 1.183
C 4.460 3.936 1.738
C 2.378 -2.722 -0.775
H 6.641 2.282 2.167
H 3.869 4.598 1.108
H -7.976 -0.328 2.288
C -5.871 1.138 1.683
H -7.805 -1.464 0.941
N -1.778 1.365 -0.816
C 2.368 -2.648 -2.251
H 2.840 1.480 2.251
O -0.817 -2.270 -1.325
O 3.014 -3.152 1.234
H 4.285 2.328 -1.671
C 3.722 1.982 0.363
C 2.483 1.204 -1.561
C -7.273 -0.949 1.739
H -0.835 -0.576 -2.778
C -6.149 -0.128 1.184
C 1.672 0.736 0.642
C 3.556 1.880 -1.012
H -3.200 2.773 -1.256
H 0.354 0.666 -3.209
H -1.501 0.630 -0.179
C 4.910 2.708 0.944
C 2.757 1.404 1.178
H 0.921 0.317 1.292
H -5.546 -1.609 -0.236
C 1.529 0.616 -0.737
H 2.392 1.137 -2.634
H 0.269 -1.890 2.605
C -4.297 0.116 -0.341
C -1.321 1.386 -2.079
H 1.902 -1.623 3.264
C -4.017 1.379 0.165
H 5.538 3.050 0.114
H 5.325 4.485 2.103
N 3.340 -3.262 -0.080
H -2.525 2.902 0.383
H 2.614 -1.635 -2.567
C -0.290 0.298 -2.408
H 5.180 1.444 2.687
C 1.266 -2.309 2.705
H -3.689 -0.293 -1.135
C 1.834 -2.537 1.359
H 3.853 3.644 2.592
O -1.679 2.184 -2.922
N 0.482 -0.148 -1.274
H -4.613 2.862 1.587
*
```

[4]
Entry from the OMol25 dataset: C24H29N3O5S in the gas phase at a distorted geometry (ωB97M-V/def2-TZVPD).

Computed properties:
Largest force on an atom (Eh/bohr): 0.0203
SMILES string: COc1ccccc1CNC(=O)[C@H]1Cc2cc(S(=O)(=O)N3CCCCC3)ccc2N1C(C)=O
E (eV): -50902.8670

ORCA input file:
```
! wB97M-V def2-TZVPD RIJCOSX def2/J DEFGRID3
* xyz 0 1
C 1.941 -4.682 2.737
H 3.619 4.306 -2.011
H 1.251 -5.333 2.204
H 2.956 -2.437 -1.129
C 0.167 -4.254 -0.062
H -0.003 5.270 -2.019
N 1.428 -2.778 1.303
H -2.340 -4.584 0.122
O 0.207 2.397 -2.381
H -0.235 1.530 1.676
C 0.534 -0.476 1.730
H -3.601 -1.520 3.478
H 2.886 3.839 0.301
H 0.199 6.717 -1.015
H 2.201 6.328 -2.477
C 2.550 4.311 -1.789
C -2.978 -0.064 0.488
O -0.048 -5.348 0.423
C 1.874 -2.550 -1.014
O -2.234 -1.174 -1.552
C -2.628 -1.193 -0.240
N 0.897 3.511 -0.130
H -0.689 4.736 0.279
C -2.644 -2.456 0.374
S -0.081 2.450 -0.970
H -2.706 -3.693 -1.386
H -2.247 -0.287 -3.344
H -0.526 -2.583 -1.015
C 0.963 -0.098 -1.033
H 2.944 -4.829 2.342
C 2.285 3.472 -0.539
C 0.204 0.722 1.115
C 0.571 5.709 -1.200
H -2.981 -3.527 2.182
C 0.371 4.849 0.047
H 0.373 -0.631 2.782
H 0.882 5.296 0.907
H 1.462 -2.825 -1.984
C 1.286 -1.293 -0.433
H -3.574 0.232 -2.273
H -3.586 0.694 2.382
H 1.104 0.083 -2.087
C -2.986 -2.556 1.710
C 1.068 -1.483 0.940
C 1.552 -3.580 0.076
N -0.763 -3.497 -0.659
C -3.333 -1.429 2.437
H 1.938 -4.934 3.794
O -1.440 2.731 -0.596
O 1.319 -2.516 3.540
C 1.526 -3.242 2.594
C -2.512 -0.023 -2.322
H -2.948 0.914 0.034
C -2.188 -3.652 -0.423
C 2.051 5.738 -1.571
C -3.325 -0.191 1.823
C 0.414 0.900 -0.238
H -1.918 0.838 -2.007
H 2.620 6.207 -0.764
H 2.317 -4.350 0.184
H 2.537 2.424 -0.714
H 2.015 3.862 -2.626
*
```

[5]
Entry from the OMol25 dataset: C24H29N3OS in the gas phase (ωB97M-V/def2-TZVPD).

Computed properties:
Largest force on an atom (Eh/bohr): 0.0181
SMILES string: CC(C)c1csc(CN2CCC[C@H](CNC(=O)c3cccc4ccccc34)C2)n1
E (eV): -42713.3818

ORCA input file:
```
! wB97M-V def2-TZVPD RIJCOSX def2/J DEFGRID3
* xyz 0 1
C -2.736 0.245 -0.458
H -0.057 2.516 3.176
H 3.245 1.699 -5.067
H 2.232 2.069 2.594
H 1.952 -0.920 3.188
C 3.013 1.443 -4.036
C 0.336 1.601 0.618
H 0.797 1.537 -5.638
H 1.967 -0.380 -4.512
C -1.288 -2.853 -1.933
C -1.792 -1.792 0.602
H 2.596 0.740 1.471
O -3.092 -0.866 2.392
N 1.032 1.200 -1.705
C 1.767 0.554 -3.976
N -0.893 -1.280 2.739
H -0.301 0.616 -4.601
C -0.181 0.631 4.221
H -1.931 -0.638 4.353
C -2.144 -1.033 -0.544
H -1.087 -3.251 -2.917
C 2.182 0.102 3.491
H -0.981 -3.617 1.335
C -1.233 -3.038 0.458
C 1.640 -0.987 -1.949
H 3.230 0.137 3.794
S 1.240 -0.912 -0.277
C -0.298 1.464 2.941
H -0.715 1.170 5.012
C 0.572 1.263 -4.610
C 1.287 0.526 4.648
H -2.932 1.032 -3.734
C -1.861 -1.569 -1.829
H -0.746 1.705 0.473
H 1.976 -1.907 -2.382
C -3.009 0.966 -1.586
C -2.160 -0.799 -2.972
C 1.471 0.223 -2.546
H -0.562 -4.564 -0.896
H -1.331 1.426 2.587
C -2.712 0.445 -2.854
H -2.996 0.631 0.516
H -1.944 -1.219 -3.945
H 3.870 0.930 -3.603
N 0.571 0.956 1.892
H -0.407 -1.463 4.748
C -0.878 -0.739 4.074
H 2.836 2.358 -3.477
H 0.339 2.161 -4.044
H -3.460 1.945 -1.510
C 1.960 1.036 2.308
H 1.383 -0.172 5.482
H -0.008 -1.403 2.273
H 1.615 1.508 5.002
C -0.994 -3.578 -0.813
H 0.775 2.613 0.555
C 0.858 0.781 -0.508
C -2.014 -1.249 1.978
*
```

[6]
Entry from the OMol25 dataset: a molecular structure, C24H29N3Pt (ωB97M-V/def2-TZVPD).

Computed properties:
Largest force on an atom (Eh/bohr): 0.0097
E (eV): -33059.1730

ORCA input file:
```
! wB97M-V def2-TZVPD RIJCOSX def2/J DEFGRID3
* xyz 2 1
H -2.325 -4.260 -0.437
H -5.687 0.890 -0.672
C 0.231 3.406 0.153
C -0.777 -1.714 -2.457
N 2.018 0.183 0.022
H -5.622 -2.222 1.350
H 2.447 -1.018 3.968
H -5.119 0.010 2.220
C 0.541 -0.221 4.562
N -0.420 2.240 -0.093
H -1.437 -2.367 -3.029
H -1.149 -0.696 -2.597
H 3.294 -0.649 1.510
C -0.650 0.362 4.151
H -1.821 1.059 2.477
C 2.785 1.435 0.246
H 2.089 -1.759 0.855
C 2.530 -0.444 -1.229
H -4.093 1.112 1.355
C -5.967 0.670 0.361
C 1.293 -0.366 2.282
H 2.499 1.870 1.202
C 0.078 0.193 1.925
C -2.169 -2.130 -0.343
H -6.458 1.549 0.776
C -0.654 4.458 0.002
C -2.811 -3.337 -0.144
H 1.272 3.449 0.412
H -3.686 1.532 -0.592
H 2.034 -1.397 -1.399
C -4.660 -2.192 0.854
H -2.814 4.475 -0.510
C 1.513 -0.579 3.638
H 2.593 2.128 -0.569
H -4.576 -4.313 0.591
Pt -0.085 0.324 -0.074
C -1.759 2.546 -0.356
H 2.348 0.228 -2.067
H -0.039 -1.539 -0.390
H -0.356 -3.128 -0.858
H 0.721 -0.386 5.615
C -4.073 -3.369 0.438
H -6.701 -0.134 0.318
H 3.848 1.194 0.264
C -4.043 -0.950 0.679
C -0.903 0.591 2.801
H 0.221 -1.795 -2.886
C -2.623 1.444 -0.408
C -4.766 0.261 1.219
H -1.394 0.652 4.881
C -0.814 -2.146 -0.998
C -1.906 3.925 -0.323
C -2.804 -0.941 0.036
H 3.603 -0.618 -1.139
C 2.254 -0.734 1.193
H -0.407 5.501 0.110
N -2.082 0.275 -0.185
*
```